The molecule C3H3ClS in a non-equilibrium geometry, computed with ωB97M-V with the def2-TZVPD basis set.

Geometry (Å):
1 C 1.49562 1.43726 -0.14026
2 C 0.76307 0.39409 -0.26884
3 C -0.75470 -0.45230 -0.46516
4 S 2.40380 -0.14944 -0.28699
5 Cl -2.17053 0.44324 -0.24749
6 H 1.64471 2.43273 0.09829
7 H -0.46349 -0.95565 0.44906
8 H -0.62398 -0.94009 -1.48911

Computed properties:
- ΔE to the lowest compared entry with this formula, charge and spin (kJ/mol) = 251.70
- LUMO energy (eV) = 0.88
- largest force on an atom (Eh/bohr) = 0.10974

---

A cluster of 2 separate species, C5H8O in total in a non-equilibrium geometry, computed with ωB97M-V with the def2-TZVPD basis set.

Geometry (Å):
1 C 1.66317 0.27743 -0.45964
2 C -0.55862 0.39048 0.20242
3 C -1.47691 0.39665 -0.99743
4 O -0.90620 1.39819 1.06755
5 C -0.22540 -0.86548 0.81632
6 C 0.47713 -1.79093 1.16033
7 H 1.81503 0.31351 0.60985
8 H 1.35731 -0.65210 -0.92508
9 H 2.52113 0.73814 -1.00546
10 H -2.54501 0.28994 -0.74594
11 H -1.20262 -0.41586 -1.67090
12 H -1.34512 1.35303 -1.49927
13 H -0.44030 1.27490 1.90474
14 H 0.86641 -2.70791 1.54251

Computed properties:
- ΔE to the lowest compared entry with this formula, charge and spin (kJ/mol) = 513.07
- LUMO energy (spin up / spin down) (eV) = 0.40 / 0.40
- largest force on an atom (Eh/bohr) = 0.02605

---

no.,E_tot (Ha)
1,-974.34778
2,-270.36248